{
  "formula": "H7Na4O4",
  "method": "the ωB97M-V functional and the def2-TZVPD basis",
  "total_charge": 3,
  "gap_ha": 0.3776,
  "lumo_ha": -0.4144,
  "e_above_lowest_ev": 0.000,
  "symbols": ["Na", "Na", "Na", "Na", "O", "H", "O", "H", "H", "O", "H", "H", "O", "H", "H"],
  "xyz": [[2.4966, -0.5337, -1.7902], [-0.0914, 0.5295, -3.3078], [-0.4531, 1.8354, 0.6614], [1.8712, 3.2763, -1.1730], [0.9276, 1.2088, -1.2665], [0.2273, 0.6587, -0.8985], [1.4842, -2.3170, -0.2398], [0.7890, -2.0109, 0.3610], [2.0492, -2.8912, 0.2981], [-2.6149, 0.7385, -0.1438], [-2.7942, -0.1533, 0.1894], [-3.0512, 1.3157, 0.5020], [-0.2281, -0.4670, 1.8812], [-1.0418, -0.7430, 2.3315], [0.4296, -0.4468, 2.5948]],
  "atomic_forces_ev_per_a": [[0.32, -0.63, 0.71], [-0.55, 0.22, -0.40], [-0.50, -0.37, 0.63], [0.32, 0.27, -0.20], [-0.17, 0.04, -0.44], [0.25, -0.36, -0.08], [0.16, 0.73, -0.13], [0.09, -0.21, 0.06], [-0.11, -0.11, -0.15], [0.80, 0.28, 0.63], [-0.18, 0.06, -0.20], [-0.52, -0.15, -0.34], [0.04, 0.48, 0.02], [0.13, -0.10, -0.04], [-0.08, -0.14, -0.07]]
}

{
  "formula": "H7O3",
  "method": "the ωB97M-V functional and the def2-TZVPD basis",
  "gap_ha": [0.1317, 0.4620],
  "lumo_ha": [0.0077, 0.0026],
  "multiplicity": 2,
  "e_above_lowest_ev": 0.546,
  "symbols": ["O", "H", "H", "O", "H", "H", "O", "H", "H", "H"],
  "xyz": [[-0.1288, 1.9881, -0.0025], [0.1562, 2.3525, -0.8791], [0.5219, 2.5859, 0.5107], [-0.3613, -1.8065, -0.9096], [-0.6353, -2.7361, -0.5489], [0.1239, -2.0119, -1.7864], [-0.0945, -0.1564, 1.0104], [-0.2101, -0.8744, 0.3584], [0.6619, -0.1909, 1.6019], [-0.0339, 0.8495, 0.6451]],
  "atomic_forces_ev_per_a": [[1.18, 2.69, 0.20], [-0.41, -1.00, -0.27], [-0.77, -0.70, 0.24], [0.08, -3.32, -1.05], [0.67, 2.31, -1.06], [-0.97, 0.64, 2.04], [-0.90, 0.92, 1.60], [0.55, -0.42, -0.99], [0.99, -0.74, 0.59], [-0.44, -0.36, -1.30]]
}